Below is a structure of composition C15H14N2Ti in a non-equilibrium geometry, with properties calculated with the ωB97M-V functional and the def2-TZVPD basis.

CARTESIAN COORDINATES (ANGSTROEM)
Ti -3.7141 -12.2359 -2.8121
C -1.1951 -11.5935 -2.2798
C -1.4630 -11.8575 -3.6327
C -2.2237 -13.0110 -4.0419
C -2.5731 -13.9705 -3.0617
C -2.5587 -13.5359 -1.6688
C -1.9340 -12.2898 -1.3152
H -0.5074 -10.7880 -1.9764
H -1.0356 -11.2121 -4.3780
H -2.4994 -13.1706 -5.0928
H -2.6915 -15.0403 -3.3063
H -2.9638 -14.2407 -0.9475
H -2.0063 -11.9298 -0.2675
N -4.0513 -10.2210 -3.6304
C -5.1889 -10.2126 -4.5252
C -5.4803 -9.1677 -5.3767
C -6.6374 -9.2240 -6.1755
C -7.5038 -10.3459 -6.1111
C -7.1219 -11.4767 -5.3858
C -7.7040 -12.7134 -5.5157
C -7.2983 -13.7189 -4.6515
C -6.2613 -13.5766 -3.7911
N -5.5201 -12.4242 -3.7500
C -5.9407 -11.3620 -4.4906
H -3.2096 -9.8672 -4.0903
H -4.1640 -9.7079 -2.7906
H -4.8828 -8.2290 -5.3260
H -6.8711 -8.3792 -6.8363
H -8.4274 -10.3292 -6.7128
H -8.4938 -12.9327 -6.2526
H -7.7824 -14.6909 -4.6427
H -5.8464 -14.4328 -3.2421

Properties
HOMO energy (spin up / spin down): -19.1 / -19.1 eV
LUMO energy (spin up / spin down): -0.5055 / -0.4996 Ha
2S+1: 2
net charge: +3
E: -41846.921 eV
F_max: 6.59 eV Å⁻¹